{
  "formula": "C39H33ClN5OPRu",
  "method": "the ωB97M-V functional and the def2-TZVPD basis",
  "species": ["Ru", "Cl", "C", "C", "C", "C", "O", "C", "C", "N", "C", "C", "C", "C", "C", "C", "C", "C", "N", "C", "C", "H", "H", "H", "H", "H", "H", "H", "H", "H", "H", "N", "P", "C", "C", "C", "C", "C", "C", "C", "C", "C", "C", "C", "C", "C", "C", "C", "C", "C", "N", "H", "H", "H", "H", "H", "H", "H", "H", "H", "H", "H", "H", "H", "H", "H", "C", "C", "C", "C", "C", "C", "N", "H", "H", "H", "H", "H", "H", "H", "H"],
  "xyz": [[-1.141, 0.658, -0.090], [2.109, 1.220, -6.667], [1.197, 1.405, -5.207], [1.036, 2.683, -4.647], [0.327, 2.834, -3.486], [-0.251, 1.726, -2.814], [-0.933, 1.927, -1.739], [-0.048, 0.424, -3.378], [-0.431, -0.776, -2.737], [-0.965, -0.903, -1.548], [-1.223, -2.157, -0.987], [-1.067, -3.382, -1.624], [-1.266, -4.584, -0.943], [-1.630, -4.601, 0.380], [-1.876, -3.390, 1.048], [-2.318, -3.326, 2.388], [-2.613, -2.111, 2.947], [-2.471, -0.953, 2.176], [-1.992, -0.966, 0.944], [-1.695, -2.164, 0.358], [0.656, 0.310, -4.599], [1.466, 3.543, -5.143], [0.174, 3.814, -3.052], [-0.159, -1.682, -3.278], [-0.763, -3.427, -2.659], [-1.114, -5.520, -1.466], [-1.740, -5.533, 0.920], [-2.439, -4.247, 2.944], [-2.978, -2.038, 3.962], [-2.768, 0.014, 2.563], [0.792, -0.668, -5.043], [2.133, 1.076, 1.331], [1.229, -0.348, 1.057], [1.982, -1.411, 2.349], [3.360, -1.638, 2.359], [3.920, -2.467, 3.315], [3.111, -3.092, 4.258], [1.744, -2.875, 4.249], [1.180, -2.032, 3.299], [2.169, -1.052, -0.357], [2.856, -0.224, -1.239], [3.627, -0.774, -2.254], [3.666, -2.149, -2.427], [2.959, -2.978, -1.565], [2.227, -2.435, -0.522], [1.677, 2.348, 1.086], [2.504, 3.453, 1.337], [2.044, 4.711, 1.027], [0.765, 4.855, 0.491], [0.008, 3.722, 0.309], [0.444, 2.488, 0.598], [3.052, 1.001, 1.737], [3.996, -1.191, 1.603], [4.989, -2.639, 3.319], [3.552, -3.745, 4.999], [1.113, -3.364, 4.980], [0.111, -1.858, 3.291], [2.805, 0.853, -1.116], [4.193, -0.128, -2.914], [4.255, -2.578, -3.227], [2.987, -4.054, -1.694], [1.723, -3.087, 0.183], [3.489, 3.301, 1.759], [2.672, 5.576, 1.195], [0.373, 5.827, 0.228], [-0.988, 3.777, -0.109], [-4.075, 0.934, -1.596], [-4.025, 1.816, -0.410], [-5.028, 2.741, 0.021], [-4.549, 3.324, 1.155], [-3.254, 2.741, 1.393], [-2.346, 3.050, 2.522], [-2.962, 1.839, 0.442], [-5.062, 0.963, -2.053], [-3.831, -0.095, -1.321], [-3.335, 1.262, -2.332], [-5.970, 2.921, -0.472], [-5.024, 4.072, 1.770], [-2.908, 3.102, 3.455], [-1.881, 4.028, 2.373], [-1.554, 2.305, 2.597]],
  "lowdin_charge": [1.262, 0.673, -0.678, -0.078, 0.000, -0.348, -0.224, -0.142, -0.056, -0.040, -0.225, -0.005, -0.055, -0.021, -0.150, 0.007, -0.047, -0.121, -0.076, -0.182, -0.068, 0.112, 0.117, 0.121, 0.109, 0.115, 0.120, 0.128, 0.116, 0.104, 0.117, -0.123, 1.034, -0.359, -0.096, -0.063, -0.069, -0.072, -0.092, -0.378, -0.091, -0.071, -0.075, -0.071, -0.109, -0.384, -0.008, -0.053, -0.060, -0.167, 0.031, 0.106, 0.112, 0.111, 0.110, 0.107, 0.078, 0.102, 0.111, 0.108, 0.109, 0.110, 0.115, 0.116, 0.108, 0.099, -0.016, -0.278, -0.001, 0.003, -0.308, -0.026, -0.011, 0.089, 0.076, 0.084, 0.117, 0.117, 0.094, 0.090, 0.061],
  "homo_ev": [-9.05, -9.82],
  "e_above_lowest_kcal_mol": 0.0,
  "total_charge": 1,
  "orbital_gap_ha": [0.2160, 0.2046],
  "spin_multiplicity": 6,
  "total_energy_ha": -2751.2132
}

=====

{
  "formula": "C8H10NP",
  "method": "the ωB97M-V functional and the def2-TZVPD basis",
  "species": ["C", "C", "C", "C", "C", "C", "C", "C", "N", "P", "H", "H", "H", "H", "H", "H", "H", "H", "H", "H"],
  "xyz": [[-1.313, 1.749, -1.184], [-0.914, 2.580, -0.168], [-0.881, 0.411, -1.197], [-0.533, 2.014, 1.032], [-0.324, -0.152, -0.043], [-0.312, 0.671, 1.062], [0.227, -1.543, 0.193], [0.757, -2.058, -1.223], [1.291, -1.382, 1.376], [0.602, -0.210, 2.493], [-1.710, 2.150, -2.156], [-1.187, 3.626, -0.005], [-1.022, -0.131, -2.130], [-0.181, 2.586, 1.833], [-0.591, -2.244, 0.509], [1.400, -1.325, -1.717], [0.014, -2.274, -2.001], [1.386, -2.949, -1.081], [1.517, -2.275, 1.610], [1.772, 0.758, 2.798]],
  "lowdin_charge": [-0.103, -0.103, -0.053, -0.142, -0.261, -0.385, -0.301, -0.066, -0.233, 0.926, 0.118, 0.111, 0.103, 0.076, 0.140, 0.074, 0.071, 0.065, 0.002, -0.040],
  "homo_ev": [-4.60, -8.30],
  "e_above_lowest_kcal_mol": 52.3,
  "orbital_gap_ha": [0.2018, 0.1997],
  "spin_multiplicity": 3,
  "total_energy_ha": -706.7366
}

=====

{
  "formula": "C7H11N3S",
  "method": "the ωB97M-V functional and the def2-TZVPD basis",
  "species": ["C", "C", "C", "C", "C", "C", "C", "H", "H", "H", "H", "H", "H", "H", "H", "H", "H", "H", "N", "N", "N", "S"],
  "xyz": [[-3.030, 1.914, -0.259], [-2.196, 0.671, -0.206], [-0.272, -0.411, 0.075], [1.192, -0.629, 0.181], [1.830, 0.561, 1.130], [3.190, 0.939, 0.410], [1.989, -0.328, -1.096], [-2.751, 2.510, 0.729], [-4.076, 1.568, -0.155], [-2.736, 2.650, -1.073], [1.434, -1.654, 0.610], [2.101, 0.256, 2.131], [1.182, 1.406, 1.278], [3.073, 1.940, 0.017], [3.938, 0.932, 1.199], [3.855, -0.910, -0.363], [1.854, -0.969, -2.018], [1.578, 0.650, -1.493], [-2.781, -0.504, -0.009], [-0.831, 0.790, -0.129], [3.417, -0.092, -0.705], [-1.519, -1.628, 0.227]],
  "lowdin_charge": [-0.054, -0.559, -0.554, -0.272, -0.104, -0.175, -0.208, 0.115, 0.074, 0.092, 0.148, 0.087, 0.084, 0.097, 0.097, 0.071, 0.131, 0.129, -0.240, 0.088, -0.041, 0.995],
  "homo_ev": -9.24,
  "e_above_lowest_kcal_mol": 0.0,
  "orbital_gap_ha": 0.3636,
  "total_energy_ha": -835.7587
}

=====

{
  "formula": "C3H8Br2N",
  "method": "the ωB97M-V functional and the def2-TZVPD basis",
  "species": ["C", "C", "C", "N", "Br", "Br", "H", "H", "H", "H", "H", "H", "H", "H"],
  "xyz": [[1.277, -0.832, 0.065], [-0.856, -0.440, 0.904], [-0.265, 1.329, -1.125], [-0.040, -0.506, -0.229], [-1.585, 2.253, -0.039], [1.383, 2.066, -1.145], [1.436, -0.602, 1.182], [1.233, -1.931, -0.145], [1.984, -0.099, -0.426], [-0.409, 0.202, 1.663], [-1.882, -0.034, 0.722], [-0.804, -1.396, 1.477], [-0.904, 1.076, -1.984], [-0.569, -1.085, -0.920]],
  "lowdin_charge": [-0.105, -0.195, -0.981, -0.227, 0.783, 0.915, 0.138, 0.142, 0.027, 0.091, 0.052, 0.135, 0.040, 0.186],
  "homo_ev": -14.94,
  "e_above_lowest_kcal_mol": 72.2,
  "total_charge": 1,
  "orbital_gap_ha": 0.3677,
  "total_energy_ha": -5321.5225
}

=====

{
  "formula": "C3H5NO2",
  "method": "the ωB97M-V functional and the def2-TZVPD basis",
  "species": ["N", "C", "C", "O", "C", "O", "H", "H", "H", "H", "H"],
  "xyz": [[-1.135, 0.012, -1.765], [-0.519, 0.208, -0.687], [-0.909, -0.288, 0.691], [0.286, -0.151, 1.447], [1.302, 0.116, 0.522], [0.696, 0.823, -0.549], [-0.580, 0.369, -2.544], [-1.688, 0.329, 1.149], [-1.252, -1.328, 0.650], [2.080, 0.718, 0.990], [1.719, -0.808, 0.096]],
  "lowdin_charge": [0.173, -0.432, -0.099, -0.076, -0.199, 0.018, 0.069, 0.135, 0.133, 0.140, 0.139],
  "homo_ev": -10.54,
  "smiles": "[H]/N=C1/COCO1",
  "e_above_lowest_kcal_mol": 34.3,
  "orbital_gap_ha": 0.4207,
  "total_energy_ha": -322.5197
}

=====

{
  "formula": "C6H15N2Si",
  "method": "the ωB97M-V functional and the def2-TZVPD basis",
  "species": ["C", "C", "C", "C", "C", "C", "N", "N", "Si", "H", "H", "H", "H", "H", "H", "H", "H", "H", "H", "H", "H", "H", "H", "H"],
  "xyz": [[-1.426, 1.240, -0.073], [-2.075, -1.303, -0.047], [-3.217, -0.356, 0.055], [1.854, 1.463, -1.132], [1.537, -1.640, -0.680], [1.626, 0.348, 1.836], [-0.589, 0.281, -0.080], [-2.727, 1.025, -0.040], [1.193, 0.092, 0.007], [-1.098, 2.275, -0.105], [-1.741, -1.832, 0.828], [-1.832, -1.736, -1.002], [-3.928, -0.519, -0.763], [-3.736, -0.470, 1.013], [2.935, 1.398, -1.178], [1.480, 1.363, -2.146], [1.607, 2.459, -0.779], [1.264, -2.425, 0.018], [1.011, -1.822, -1.613], [2.599, -1.750, -0.884], [1.370, 1.348, 2.176], [1.118, -0.360, 2.484], [2.692, 0.219, 1.997], [-3.403, 1.777, -0.034]],
  "lowdin_charge": [-0.228, 0.178, -0.166, -0.160, -0.162, -0.161, 0.036, 0.051, 0.531, 0.162, 0.096, 0.094, 0.138, 0.135, 0.036, 0.035, 0.028, 0.030, 0.031, 0.037, 0.032, 0.029, 0.035, 0.161],
  "homo_ev": [-13.74, -13.74],
  "e_above_lowest_kcal_mol": 0.0,
  "total_charge": 1,
  "orbital_gap_ha": [0.3328, 0.3328],
  "total_energy_ha": -636.3865
}